(1)
27
Properties=species:S:1:pos:R:3:nbo_charge:R:1 method="wB97M-V/def2-TZVPD" multiplicity=1 gap_ev=8.731 homo_ev=-7.82 de_lowest_kcal_mol=15.5 total_energy_ha=-482.8905
N 0.59 2.19 -2.78 -0.529
C -0.77 2.14 -2.62 -0.028
C 0.48 1.15 0.62 -0.181
C 2.82 1.32 0.02 -0.208
C -0.82 -3.49 1.49 -0.613
C 0.15 1.67 -0.65 -0.094
C 1.80 0.95 0.92 -0.251
C -2.50 1.52 -0.90 -0.627
C -0.42 -3.97 2.88 -0.611
C 1.16 1.94 -1.56 0.135
C 2.51 1.78 -1.23 -0.234
C -1.11 1.80 -1.34 -0.093
H -1.48 2.37 -3.40 0.206
H -1.14 -4.30 0.85 0.202
H 0.19 -3.19 3.34 0.203
H -1.74 -2.90 1.55 0.201
H -0.08 -2.88 0.97 0.211
H 1.03 2.66 -3.56 0.409
H 2.17 0.20 1.62 0.214
H 3.24 1.87 -2.02 0.210
H -0.34 0.91 1.29 0.210
H -1.23 -4.24 3.55 0.206
H -2.62 0.44 -0.75 0.215
H -2.71 1.86 0.12 0.215
H 3.85 1.11 0.28 0.209
H -3.27 1.92 -1.55 0.221
H 0.24 -4.84 2.87 0.201

***

(2)
27
Properties=species:S:1:pos:R:3:nbo_charge:R:1 method="wB97M-V/def2-TZVPD" multiplicity=1 gap_ev=9.011 homo_ev=-8.13 de_lowest_kcal_mol=69.5 total_energy_ha=-482.8045
N 2.11 -1.31 0.47 -0.573
C -4.79 0.32 2.68 -0.594
C 0.46 0.23 0.79 -0.073
C 1.45 1.19 -2.64 -0.232
C 0.54 1.12 -1.60 -0.194
C -5.28 -0.86 1.80 -0.602
C 0.80 0.21 -0.61 -0.117
C 1.78 -0.77 -0.88 0.160
C 2.54 0.25 -2.91 -0.208
C -0.39 1.14 1.64 -0.634
C 1.13 -0.76 1.42 -0.028
C 2.72 -0.77 -2.03 -0.243
H -1.33 0.98 1.20 0.210
H 3.26 0.18 -3.95 0.227
H 3.55 -1.45 -2.08 0.219
H 1.25 1.86 -3.45 0.209
H -0.53 0.63 2.69 0.227
H -4.99 0.35 3.69 0.201
H -5.02 -1.84 2.26 0.200
H -6.32 -0.93 1.57 0.202
H 1.23 -1.14 2.40 0.211
H -0.25 1.83 -1.27 0.218
H 2.40 -2.32 0.49 0.393
H -0.15 2.26 1.53 0.226
H -4.79 -0.68 0.92 0.201
H -3.69 0.42 2.47 0.200
H -5.19 1.33 2.25 0.193

***

(3)
27
Properties=species:S:1:pos:R:3:nbo_charge:R:1 method="wB97M-V/def2-TZVPD" multiplicity=1 gap_ev=8.768 homo_ev=-7.81 de_lowest_kcal_mol=27.4 total_energy_ha=-482.8714
N 2.17 -0.18 1.10 -0.535
C -1.18 -0.15 2.64 -0.643
C -2.22 1.78 -1.76 -0.601
C -1.55 2.61 -0.60 -0.612
C 0.05 -0.35 1.83 -0.091
C -0.54 -1.20 -1.73 -0.231
C 1.30 0.09 2.15 -0.024
C 1.79 -0.67 -1.33 -0.232
C 0.74 -0.90 -2.22 -0.227
C 1.41 -0.55 0.00 0.139
C -0.91 -1.22 -0.41 -0.196
C 0.10 -0.79 0.46 -0.095
H -1.95 -1.28 -0.09 0.220
H -3.08 2.38 -2.02 0.198
H -1.08 1.97 0.13 0.209
H 2.85 -0.62 -1.57 0.212
H -1.19 0.85 3.08 0.220
H 0.80 -0.49 -3.22 0.214
H 3.09 0.14 0.91 0.406
H -2.56 0.82 -1.41 0.200
H 1.69 0.50 3.07 0.211
H -2.14 -0.08 2.13 0.222
H -1.18 -1.43 -2.56 0.209
H -1.27 -0.81 3.51 0.220
H -0.77 3.15 -1.14 0.203
H -2.32 3.27 -0.23 0.202
H -1.53 1.61 -2.58 0.202

***

(4)
27
Properties=species:S:1:pos:R:3:nbo_charge:R:1 method="wB97M-V/def2-TZVPD" multiplicity=1 gap_ev=8.838 homo_ev=-7.92 de_lowest_kcal_mol=10.1 total_energy_ha=-482.8991
N -1.94 0.35 -0.67 -0.536
C -1.82 -0.97 -0.28 -0.033
C 0.82 0.25 3.49 -0.605
C 0.74 1.97 -2.58 -0.214
C 0.01 -2.82 -0.29 -0.630
C 1.65 0.89 -2.51 -0.241
C 1.33 -0.31 -1.92 -0.190
C -0.54 1.82 -2.09 -0.234
C 0.06 -0.46 -1.34 -0.100
C -0.17 1.07 2.68 -0.611
C -0.63 -1.50 -0.60 -0.087
C -0.79 0.65 -1.37 0.145
H -1.09 1.27 3.25 0.195
H -2.82 0.82 -0.63 0.412
H 0.50 -0.78 3.63 0.198
H 0.98 2.92 -3.06 0.213
H -0.71 -3.64 -0.23 0.217
H 0.70 -3.06 -1.10 0.219
H 2.61 1.09 -2.95 0.210
H -0.45 0.49 1.81 0.215
H 1.05 0.65 4.47 0.200
H -2.65 -1.49 0.20 0.207
H 1.75 0.12 2.94 0.202
H -1.39 2.48 -2.17 0.209
H 0.47 -2.84 0.70 0.219
H 2.12 -1.05 -1.89 0.214
H 0.21 2.08 2.49 0.205

***

(5)
27
Properties=species:S:1:pos:R:3:nbo_charge:R:1 method="wB97M-V/def2-TZVPD" multiplicity=1 gap_ev=8.521 homo_ev=-7.62 de_lowest_kcal_mol=59.6 total_energy_ha=-482.8202
N -0.60 -0.17 -2.18 -0.520
C -0.73 -1.75 1.06 -0.208
C 0.40 -1.05 -2.41 -0.015
C 0.54 3.10 0.92 -0.608
C 0.61 -1.87 -1.26 -0.111
C -1.00 -0.19 -0.81 0.140
C -2.07 0.47 -0.21 -0.260
C -2.35 0.10 1.05 -0.215
C 1.52 -3.00 -1.19 -0.646
C -1.78 -1.09 1.60 -0.235
C -0.27 -1.37 -0.25 -0.072
C 1.89 2.62 1.46 -0.609
H 0.61 -1.19 -3.47 0.208
H -2.33 -1.44 2.57 0.213
H -2.43 1.31 -0.73 0.214
H 1.97 2.80 2.51 0.205
H -1.00 0.41 -2.89 0.408
H 0.42 2.70 0.04 0.195
H 2.34 -2.82 -0.50 0.215
H 1.88 1.46 1.50 0.207
H -0.45 -2.69 1.62 0.219
H 0.40 4.11 0.66 0.199
H 1.91 -3.27 -2.12 0.223
H 1.20 -3.97 -1.14 0.226
H -2.94 0.76 1.79 0.216
H -0.40 3.02 1.52 0.202
H 2.67 3.02 0.85 0.209

***

(6)
27
Properties=species:S:1:pos:R:3:nbo_charge:R:1 method="wB97M-V/def2-TZVPD" multiplicity=2 gap_ev="9.442 / 5.788" total_charge=+1 homo_ev="-13.17 / -13.07" de_lowest_kcal_mol=64.4 total_energy_ha=-482.5338
N -1.51 -0.19 0.01 -0.426
C 0.38 -3.75 2.71 -0.600
C 1.20 1.59 1.91 -0.668
C -0.12 1.10 -3.16 -0.130
C 1.13 1.37 -2.70 -0.223
C -0.72 0.31 -1.01 0.140
C -1.00 0.33 1.21 0.092
C 0.47 0.80 -0.39 -0.152
C 1.40 1.32 -1.28 -0.041
C -0.54 -2.60 2.15 -0.591
C 0.23 0.83 1.00 0.094
C -1.03 0.42 -2.36 -0.162
H 2.46 1.46 -0.98 0.242
H 0.09 -2.02 1.22 0.156
H -1.57 0.23 2.22 0.272
H 0.94 -3.28 3.40 0.200
H 1.31 1.28 2.90 0.254
H -2.44 -0.40 -0.10 0.426
H -0.35 -4.44 3.13 0.218
H -1.95 -0.06 -2.82 0.252
H 1.09 -4.10 2.03 0.213
H -1.47 -3.01 1.68 0.217
H 1.93 1.58 -3.55 0.266
H 0.85 2.61 2.12 0.267
H 2.32 1.83 1.46 0.252
H -0.48 1.28 -4.13 0.238
H -0.58 -1.87 2.91 0.195